68
Properties=species:S:1:pos:R:3 method="wB97M-V/def2-TZVPD" homo_energy_ev=-10.711 total_charge=+1 lumo_ev=-6.01
O 2.068 5.684 2.510
C 1.572 4.922 1.507
N 1.511 4.277 0.267
P 2.770 2.966 0.306
S 4.610 3.926 -0.295
H 2.407 1.829 -0.526
H 2.905 2.559 1.708
H 5.722 3.262 0.247
C 0.530 0.117 -5.392
C 1.689 -0.637 -5.211
C 2.639 -0.243 -4.269
C 2.424 0.901 -3.499
C 1.263 1.653 -3.677
C 0.318 1.264 -4.626
H -0.208 -0.189 -6.129
H 1.853 -1.532 -5.806
H 3.545 -0.827 -4.133
H 3.161 1.205 -2.761
H 1.095 2.543 -3.076
H -0.584 1.853 -4.768
C -3.416 3.946 1.678
C -2.032 3.964 1.510
C -1.247 2.962 2.081
C -1.848 1.936 2.811
C -3.233 1.917 2.975
C -4.017 2.924 2.413
H -4.027 4.729 1.236
H -1.564 4.759 0.936
H -0.168 2.979 1.955
H -1.237 1.153 3.251
H -3.702 1.117 3.543
H -5.095 2.912 2.546
C 3.838 -2.426 0.896
C 4.951 -2.861 1.615
C 5.935 -1.950 1.996
C 5.802 -0.601 1.667
C 4.687 -0.165 0.951
C 3.707 -1.077 0.562
H 3.072 -3.136 0.596
H 5.051 -3.911 1.878
H 6.806 -2.290 2.551
H 6.567 0.110 1.968
H 4.583 0.887 0.696
H 2.842 -0.739 0.000
C 4.060 -5.681 -1.324
C 3.054 -5.827 -2.279
C 2.437 -7.064 -2.460
C 2.818 -8.154 -1.678
C 3.822 -8.008 -0.721
C 4.445 -6.773 -0.546
H 4.543 -4.717 -1.186
H 2.752 -4.975 -2.884
H 1.658 -7.179 -3.209
H 2.334 -9.118 -1.816
H 4.118 -8.857 -0.110
H 5.231 -6.660 0.196
C -10.015 2.136 0.998
C -8.856 1.382 1.179
C -7.906 1.777 2.121
C -8.121 2.920 2.890
C -9.282 3.672 2.712
C -10.227 3.283 1.763
H -10.753 1.831 0.261
H -8.692 0.487 0.584
H -7.000 1.193 2.257
H -7.383 3.225 3.628
H -9.450 4.563 3.313
H -11.129 3.872 1.621

35
Properties=species:S:1:pos:R:3 method="wB97M-V/def2-TZVPD" homo_energy_ev=-9.168 lumo_ev=-0.66
C 4.737 -1.131 -0.440
C 3.358 -0.607 -1.085
Br 3.491 -0.157 -2.997
C 2.167 -0.517 -0.315
Br 2.445 -1.124 1.571
C 0.807 -0.011 -0.942
Br 1.073 1.890 -1.487
O 0.594 -1.011 -2.012
S -0.004 -2.359 -1.175
O -1.156 -3.084 -1.813
O 0.980 -3.392 -0.729
O -0.446 -1.580 0.275
C -0.598 -0.206 -0.136
C -0.922 0.950 0.905
C 0.269 1.421 1.855
O 0.227 0.654 3.085
C -0.035 2.948 2.303
F 0.825 3.236 3.393
F 0.367 3.833 1.270
F -1.372 3.172 2.639
C -1.947 -0.154 -1.041
I -2.070 0.767 -3.020
C -3.184 -0.682 -0.583
C -4.502 -0.606 -1.507
I -3.484 -1.592 1.350
H 5.599 -1.070 -1.181
H 4.603 -2.242 -0.190
H 5.005 -0.506 0.466
H -1.818 0.770 1.574
H -1.203 1.868 0.272
H 1.293 1.452 1.377
H -0.604 0.928 3.525
H -4.847 0.463 -1.679
H -5.367 -1.183 -1.035
H -4.282 -1.140 -2.494

14
Properties=species:S:1:pos:R:3 method="wB97M-V/def2-TZVPD" homo_energy_ev=-9.703 e_above_lowest_kj_mol=138.64 lumo_ev=0.87 smiles="CO/C(=C/F)C(N)=O"
C -2.061 -0.542 0.326
O -1.092 -0.804 -0.635
C 0.177 -0.373 -0.371
C 1.103 -1.319 -0.230
F 2.410 -1.055 -0.068
C 0.344 1.129 -0.210
N 1.611 1.538 0.098
O -0.537 1.904 -0.412
H -2.935 -0.993 -0.181
H -2.240 0.537 0.495
H -1.901 -0.965 1.327
H 1.013 -2.378 -0.310
H 2.299 0.801 0.279
H 1.809 2.521 -0.107

8
Properties=species:S:1:pos:R:3 method="wB97M-V/def2-TZVPD" homo_energy_ev="-9.834 / -9.832" e_above_lowest_kj_mol=1089.02 lumo_ev="-1.06 / -1.06" smiles="OC1=NO1.C#N"
O -1.130 -1.622 -0.520
C -0.656 -0.402 -0.601
N 0.017 0.445 -1.250
O -1.356 0.741 -0.415
H -0.875 -1.981 -1.374
C 1.161 0.915 1.099
N 2.138 -0.045 1.969
H 0.700 1.960 1.097

38
Properties=species:S:1:pos:R:3 method="wB97M-V/def2-TZVPD" s2=2.009 homo_energy_ev="-0.966 / -0.971" total_charge=-2 e_above_lowest_kj_mol=60.98 spin_multiplicity=3 lumo_ev="3.75 / 3.75"
Ni -0.393 0.179 0.328
N 1.737 0.248 0.211
N 2.124 1.485 -0.336
C 1.187 2.548 -0.131
O 1.638 3.683 -0.298
O 0.022 2.175 0.170
H 2.008 0.139 1.186
H 2.095 -0.508 -0.358
H 3.078 1.771 -0.178
Se -3.350 2.617 2.371
Sb -2.672 0.385 1.767
Se -2.438 0.127 -0.864
Se -0.387 -0.223 2.766
Se -4.259 -1.372 2.356
O 0.019 -2.076 -0.008
S 0.635 -2.942 1.064
C 1.334 -4.289 0.093
C 2.184 -5.208 0.694
C 2.752 -6.218 -0.065
C 2.481 -6.298 -1.426
C 1.645 -5.362 -2.019
C 1.069 -4.348 -1.265
C -0.715 -3.842 1.794
C -1.933 -3.838 1.144
C -2.985 -4.537 1.723
C -2.805 -5.219 2.913
C -1.573 -5.191 3.564
C -0.520 -4.488 3.008
H 2.393 -5.136 1.755
H 3.413 -6.938 0.402
H 2.927 -7.085 -2.022
H 1.441 -5.417 -3.081
H 0.420 -3.598 -1.699
H -2.065 -3.254 0.241
H -3.961 -4.487 1.260
H -3.641 -5.735 3.369
H -1.449 -5.686 4.519
H 0.433 -4.416 3.518

54
Properties=species:S:1:pos:R:3 method="wB97M-V/def2-TZVPD" homo_energy_ev=-10.120 e_above_lowest_kj_mol=5.29 lumo_ev=-0.25 smiles="C[N+](=O)[O-].C[N+](=O)[O-].C[N+](=O)[O-].C[N+](=O)[O-].C[N+](=O)[O-].C[N+](=O)[O-].CO.CO"
C 15.338 8.605 8.947
N 14.474 7.828 9.902
O 13.456 7.313 9.488
O 14.848 7.763 11.032
H 14.754 8.657 8.016
H 16.280 8.056 8.783
H 15.554 9.652 9.323
C 10.055 9.401 13.280
N 10.093 10.140 14.580
O 10.434 11.303 14.466
O 9.760 9.566 15.602
H 9.308 9.898 12.676
H 9.835 8.368 13.497
H 11.019 9.561 12.822
C 5.621 9.523 14.596
N 5.988 8.526 13.587
O 7.160 8.404 13.349
O 5.097 7.935 12.973
H 6.589 9.803 15.099
H 4.952 8.982 15.262
H 5.194 10.401 14.119
C 9.141 13.120 5.372
N 8.680 11.708 5.295
O 9.118 11.051 4.368
O 7.838 11.339 6.075
H 8.421 13.640 6.034
H 9.264 13.619 4.423
H 10.187 13.111 5.755
C 7.231 12.022 9.542
N 7.562 11.305 10.804
O 6.810 10.531 11.337
O 8.614 11.660 11.323
H 6.360 11.530 9.026
H 8.107 11.898 8.972
H 7.046 13.087 9.759
C 11.777 12.439 11.662
N 12.826 11.343 11.363
O 13.160 10.616 12.241
O 13.354 11.277 10.228
H 11.797 13.014 10.742
H 12.021 12.935 12.600
H 10.804 11.982 11.936
C 9.094 6.496 9.642
O 8.977 7.345 10.743
H 9.708 7.047 8.868
H 9.682 5.522 9.902
H 8.179 6.182 9.091
H 8.055 7.321 11.026
C 10.231 9.740 9.041
O 10.564 10.908 8.191
H 10.863 8.900 8.792
H 10.228 10.031 10.071
H 9.261 9.407 8.634
H 11.512 11.047 8.262